1.
A structure of composition C6H14N3O9P2V. Source: the Open Molecules 2025 dataset; level of theory: wB97M-V/def2-TZVPD.

E in hartree: -2705.29441
HOMO energy (spin up / spin down) in eV: -13.67 / -13.89
Max |F| in eV Å⁻¹: 0.8
LUMO energy (spin up / spin down) in eV: -5.34 / -4.71
Molar mass in g mol⁻¹: 385.082
2S+1: 2
Net charge: +1
Gap between HOMO and LUMO (spin up / spin down) in eV: 8.33 / 9.17
Energy relative to the best compared isomer or geometry (same formula, charge and spin) in kcal per mole: 0.0

Each line ends with the natural charge from an NBO analysis.
Atoms and positions in Å:
V: 0.90 0.14 0.21  1.480
N: 2.10 0.35 -1.55  -0.799
C: 3.50 0.02 -1.20  -0.331
C: 3.73 0.23 0.28  0.671
O: 4.81 0.29 0.80  -0.498
N: 2.52 0.30 1.00  -0.539
C: 2.57 0.39 2.46  -0.358
C: 1.16 0.15 2.96  0.789
O: 0.86 0.01 4.10  -0.498
O: 0.26 0.11 1.93  -0.712
H: 1.77 -0.21 -2.32  0.422
H: 2.03 1.33 -1.84  0.420
H: 4.23 0.59 -1.77  0.250
H: 3.68 -1.04 -1.40  0.250
H: 2.90 1.38 2.80  0.257
H: 3.26 -0.34 2.88  0.265
N: -2.41 -0.22 1.24  -0.714
C: -2.10 -0.19 -0.25  -0.656
C: -3.45 -0.35 -0.97  -0.651
P: -1.16 -1.77 -0.58  2.377
O: -1.17 -1.91 -2.16  -0.983
O: -1.88 -2.80 0.18  -1.070
O: 0.36 -1.55 -0.28  -0.945
P: -1.54 1.56 -0.59  2.378
O: -1.56 1.68 -2.17  -0.985
O: -2.49 2.39 0.15  -1.077
O: -0.02 1.70 -0.26  -0.974
H: -2.84 -1.12 1.46  0.462
H: -3.03 0.57 1.45  0.464
H: -1.56 -0.12 1.82  0.475
H: -3.92 -1.30 -0.70  0.249
H: -3.31 -0.33 -2.05  0.255
H: -4.12 0.47 -0.69  0.251
H: -1.78 -2.60 -2.47  0.537
H: -2.31 2.19 -2.49  0.536


2.
A structure of composition C6H14N3PS at a distorted geometry. Source: the Open Molecules 2025 dataset; level of theory: wB97M-V/def2-TZVPD.

E in hartree: -1140.68977
HOMO energy in eV: -7.40
Max |F| in eV Å⁻¹: 2.4
LUMO energy in eV: 0.92
Molar mass in g mol⁻¹: 191.240
Gap between HOMO and LUMO in eV: 8.32
Energy relative to the best compared isomer or geometry (same formula, charge and spin) in kcal per mole: 0.0

Each line ends with the natural charge from an NBO analysis.
Atoms and positions in Å:
C: 1.41 -0.74 -0.51  -0.631
C: -2.04 -1.38 -0.19  -0.236
C: -1.44 -1.97 -1.40  -0.233
C: -1.30 2.66 -0.11  -0.227
C: 0.04 2.67 0.51  -0.237
C: 1.32 -1.04 1.92  -0.420
N: -1.40 -0.54 -1.19  -0.750
N: -0.61 1.43 0.20  -0.768
N: 1.29 -1.61 0.58  -0.668
P: 0.03 0.27 -0.86  1.658
S: 2.85 0.45 -0.56  -0.141
H: 0.19 0.93 -2.11  -0.049
H: -3.11 -1.27 -0.12  0.199
H: -1.54 -1.53 0.76  0.211
H: -0.51 -2.51 -1.29  0.224
H: -2.08 -2.30 -2.20  0.199
H: -2.16 2.86 0.52  0.206
H: -1.41 2.94 -1.14  0.199
H: 0.90 2.97 -0.09  0.208
H: 0.14 2.89 1.56  0.203
H: 2.25 -0.49 2.11  0.182
H: 0.48 -0.35 2.02  0.192
H: 1.23 -1.85 2.65  0.196
H: 1.97 -2.35 0.50  0.365
H: 3.48 -0.15 -1.57  0.118